(1)
# C29H32BN9O2RuS3

A molecular structure, C29H32BN9O2RuS3 in a non-equilibrium geometry (ωB97M-V/def2-TZVPD, the OMol25 dataset).

```
77
Properties=species:S:1:pos:R:3:forces:R:3
Ru -0.54842 0.46072 1.08327 -0.4 -0.2 0.4
N -2.12147 -1.26396 4.84713 -0.8 -1.3 0.1
C -1.71834 -0.36477 3.92286 0.2 0.0 0.6
S -0.81995 -1.19601 2.68671 0.6 -0.3 -0.8
N -1.80851 0.93408 4.00034 -0.3 -1.3 0.2
N -1.12861 1.51661 2.97011 0.0 1.0 0.2
C -0.91927 2.78379 3.11172 -1.2 -0.8 1.6
C -0.05612 3.42822 2.18783 0.1 0.4 -0.8
C 0.21824 4.78551 2.30854 0.9 -0.6 -1.3
C 1.09905 5.37905 1.36693 0.0 -0.3 0.1
C 1.59653 4.53747 0.33448 -0.1 0.6 2.1
C 1.24400 3.17080 0.37495 0.3 1.3 -1.7
N 0.41992 2.60216 1.20828 0.2 1.4 1.6
H -2.27312 -2.27141 4.58780 0.5 1.8 0.2
H -2.52347 -1.02871 5.74331 0.0 0.5 -0.2
H -1.38941 3.31575 3.98602 0.7 -0.6 -0.9
H -0.22707 5.31019 3.13091 0.0 0.4 0.2
H 1.37818 6.45619 1.53524 -0.2 -1.3 -0.6
H 2.38092 4.87438 -0.34630 -0.5 -0.1 0.0
H 1.57164 2.57003 -0.43892 0.3 -0.6 -0.4
C -1.36901 -4.41386 -0.65112 0.0 0.4 -0.5
N -2.37498 -3.47299 -0.21830 -0.2 -1.7 0.6
C -3.57334 -3.97275 0.23640 0.0 -0.7 -0.7
C -4.24239 -2.88293 0.66859 -0.9 -1.3 0.4
N -3.47854 -1.79573 0.52995 -0.1 1.9 0.1
B -4.01215 -0.31071 0.83749 1.2 0.2 0.5
N -4.00258 0.46194 -0.49397 -0.5 -0.6 0.2
C -5.00733 0.21105 -1.39420 -0.8 -0.5 0.7
C -4.70772 0.88585 -2.50605 -2.5 -1.6 -0.8
N -3.57834 1.51944 -2.34201 3.1 1.3 0.7
C -2.88754 2.29578 -3.37606 0.9 -0.3 0.6
C -3.11908 1.26828 -1.05718 0.2 0.2 -1.0
S -1.69312 1.98497 -0.35299 -0.5 0.3 -0.4
C -2.32048 -2.17814 0.00500 1.2 1.3 0.1
S -0.83142 -1.27300 -0.32860 -0.7 -0.5 -0.7
H -1.20280 -5.11288 0.17226 -0.1 -0.3 -0.6
H -0.44861 -3.89597 -0.83805 0.5 0.3 -0.2
H -1.76501 -4.78650 -1.60411 0.5 -0.7 0.4
H -3.81455 -5.05132 0.11270 0.1 1.2 0.3
H -5.20138 -2.85263 1.11036 -0.8 0.2 0.2
H -3.22988 0.20642 1.60054 -0.1 0.0 0.0
H -5.12834 -0.32474 1.23652 -0.1 -0.4 0.2
H -5.90205 -0.38374 -1.17691 0.7 0.3 0.0
H -5.27105 0.80598 -3.39273 -0.2 0.5 -1.0
H -3.42941 3.18686 -3.61076 -0.6 0.3 -0.4
H -2.58972 1.71521 -4.26629 -0.6 0.1 0.5
H -1.97884 2.63459 -2.90511 0.4 0.1 0.0
C 4.03119 -2.65482 0.18027 -0.4 0.7 -0.8
O 3.95573 -1.83653 -1.01664 0.0 0.4 0.0
C 2.90914 -1.99375 -1.87447 0.8 1.5 0.2
C 2.35166 -3.22105 -2.18917 -1.7 0.8 -1.5
C 1.29224 -3.27192 -3.11575 0.0 -0.1 0.3
C 0.87077 -2.13027 -3.78663 -0.6 -1.0 -0.4
C 1.48654 -0.93011 -3.56346 1.3 0.3 0.7
C 2.50657 -0.81462 -2.57941 -1.9 -1.8 -1.0
N 3.12634 0.44284 -2.58391 1.2 0.6 2.0
C 3.66933 1.15652 -1.59407 0.3 0.1 -0.6
C 3.66296 1.04648 -0.19282 1.3 1.2 0.0
C 4.80292 1.73552 0.45789 -2.9 -1.9 1.2
C 4.92414 1.64585 1.81922 0.9 0.1 -0.2
C 3.98158 0.91011 2.54030 -1.6 -1.6 0.3
C 2.87048 0.27583 1.94758 0.9 1.3 0.8
C 2.61179 0.45311 0.58192 0.7 0.2 -0.1
O 1.47685 0.22166 0.04275 -0.7 -0.4 -0.3
H 3.68628 -3.63659 -0.13039 0.5 -0.3 0.8
H 3.38700 -2.20327 0.93237 -0.3 -0.2 0.1
H 5.05162 -2.55331 0.56156 -0.2 -0.5 -0.4
H 2.74754 -4.14089 -1.87800 0.5 -0.9 0.9
H 0.75683 -4.20384 -3.36140 0.7 0.3 0.2
H 0.10346 -2.27841 -4.55565 0.3 0.4 0.3
H 1.29807 -0.08628 -4.21868 -0.2 0.1 0.2
H 3.44495 0.70053 -3.49562 0.0 0.4 -0.5
H 4.27316 2.00543 -1.95067 -0.1 -0.6 -0.1
H 5.54202 2.27159 -0.03845 1.0 0.7 -1.4
H 5.82168 2.06551 2.29477 -0.7 -0.1 -0.1
H 4.05364 0.72773 3.61615 0.3 0.4 -0.3
H 2.08848 -0.17160 2.55385 0.2 -0.1 0.1
```
Positions in Å, forces in eV/Å.

Output
energy = -83847.8102 eV
net charge = +2
LUMO energy (alpha / beta) = -6.12 / -7.62 eV
E_HOMO (alpha / beta) = -13.069 / -13.078 eV
energy relative to the best compared isomer or geometry (same formula, charge and spin) = 1.579 eV
multiplicity = 5
HOMO-LUMO gap (alpha / beta) = 6.946 / 5.461 eV
expectation value of S² = 6.032

=====

(2)
# C29H32BrF4N4O5STi

A molecular structure, C29H32BrF4N4O5STi in a non-equilibrium geometry (ωB97M-V/def2-TZVPD, the OMol25 dataset).

```
77
Properties=species:S:1:pos:R:3:forces:R:3
Ti -0.75979 0.22146 -0.11543 1.3 -1.2 -0.2
O 1.12880 3.68652 -0.10423 -0.1 -0.1 -0.1
C 0.59190 4.38368 -1.14029 0.1 -0.1 0.2
C 1.00567 5.69914 -1.29870 0.0 0.2 -0.2
C 0.48232 6.47516 -2.32162 0.0 0.0 0.0
C -0.45054 5.94481 -3.20447 0.0 -0.1 0.1
C -0.85367 4.62658 -3.03871 0.0 0.0 -0.1
C -0.35120 3.83283 -2.01356 0.1 0.1 0.0
C -0.91390 2.45326 -1.80638 -0.1 0.1 0.5
O -0.03213 1.55404 -1.22224 0.0 0.8 -0.4
N -2.12253 2.57823 -0.88219 0.0 0.1 -0.1
N -1.91448 1.96759 0.30003 -0.2 0.7 -0.4
C -2.46279 2.31400 1.38665 0.2 -0.3 1.1
C -1.99681 1.66378 2.65111 -0.5 0.6 -1.0
Br -0.17129 1.16369 2.62274 0.4 0.0 -0.2
C -2.67930 1.51386 3.77364 -0.7 0.0 0.5
C -4.13472 1.75367 3.95143 0.6 0.0 -0.1
C -5.05500 1.61253 2.91374 -0.2 -0.1 -0.1
C -6.40320 1.86546 3.12998 0.1 0.0 0.0
C -6.84733 2.24982 4.38728 0.0 0.0 0.0
C -5.94296 2.35723 5.43560 0.1 0.0 0.0
C -4.59718 2.10094 5.21810 -0.1 0.1 0.2
H 0.89647 2.74463 -0.23163 0.1 0.1 -0.1
H 1.74020 6.09616 -0.60971 0.0 0.0 0.0
H 0.81192 7.50066 -2.43639 0.0 0.0 0.0
H -0.85132 6.54450 -4.01035 0.0 0.0 0.0
H -1.57250 4.19144 -3.72663 0.0 0.0 0.0
H -1.27799 2.05366 -2.75275 -0.1 0.0 -0.1
H -2.47801 3.52550 -0.79692 0.0 0.0 -0.1
H -3.19378 3.11765 1.44468 0.0 0.0 0.1
H -2.13709 1.19484 4.65679 -0.1 -0.1 0.0
H -4.73579 1.25822 1.94094 0.1 0.1 0.0
H -7.10756 1.74480 2.31686 0.0 0.0 0.0
H -7.89840 2.44940 4.55286 0.0 0.0 0.0
H -6.28560 2.63529 6.42364 0.0 0.0 0.0
H -3.89308 2.17944 6.03868 0.0 0.0 0.0
C 4.70487 0.97279 1.70230 0.1 0.0 0.0
C 3.19461 0.92734 1.47359 -0.1 0.0 0.1
N 2.72571 0.31672 0.23966 0.0 -0.1 0.1
C 3.18533 0.94938 -0.99369 -0.1 0.1 0.0
C 4.52864 0.50218 -1.56424 0.2 0.0 -0.1
C 2.76479 -1.14620 0.25186 0.2 0.1 -0.1
C 1.38206 -1.73746 0.46056 -0.1 -0.1 -0.1
N 0.44929 -1.30198 -0.57579 0.0 -0.3 -0.4
C 0.35601 -2.00316 -1.76069 0.1 0.4 0.7
C -0.60004 -1.57513 -2.68438 -0.1 0.1 -0.1
F -1.33998 -0.47954 -2.33984 -0.1 0.0 0.2
C -0.86437 -2.18822 -3.87856 -0.1 0.1 -0.1
F -1.82958 -1.68184 -4.66116 0.0 -0.1 0.0
C -0.15127 -3.30338 -4.27336 -0.1 0.0 -0.1
C 0.81838 -3.73888 -3.39994 0.2 -0.1 0.1
F 1.56918 -4.80806 -3.71527 -0.1 0.0 -0.1
C 1.07819 -3.12081 -2.18979 0.2 -0.1 0.0
F 2.08136 -3.63716 -1.44444 0.0 0.0 0.0
H 4.92634 1.30822 2.71879 0.0 0.0 0.0
H 5.16618 -0.00889 1.56878 0.0 0.0 0.0
H 5.18815 1.66971 1.01650 0.0 0.0 0.0
H 2.73671 0.37033 2.29991 0.0 0.0 0.0
H 2.79495 1.94648 1.52746 0.0 0.0 0.0
H 2.41519 0.79396 -1.75280 0.0 0.0 0.0
H 3.21244 2.02591 -0.80738 0.0 0.0 0.0
H 4.51278 -0.54314 -1.87879 0.0 0.0 0.0
H 4.75395 1.09973 -2.45135 0.0 0.0 0.0
H 5.35371 0.62593 -0.86254 -0.1 0.0 0.0
H 3.16010 -1.53047 -0.68980 0.0 0.1 0.0
H 3.44757 -1.50280 1.03373 0.0 -0.1 0.0
H 1.44326 -2.82359 0.51383 0.0 0.0 0.1
H 0.99851 -1.40244 1.43033 -0.1 0.0 0.0
H -0.34048 -3.80402 -5.21095 0.0 0.0 0.0
C -4.18856 -1.91992 1.45040 -0.3 0.0 0.3
S -2.92788 -1.48854 0.30661 -0.3 0.2 0.1
O -3.36069 -0.35225 -0.50558 0.0 -0.3 0.0
O -2.56537 -2.68805 -0.38781 0.2 0.0 0.0
O -1.81208 -0.92866 1.17297 -0.4 -0.5 0.1
H -4.87237 -1.08213 1.57338 0.1 0.0 0.0
H -3.71907 -2.16680 2.40051 0.0 0.0 0.0
H -4.71004 -2.78546 1.04905 0.0 0.0 0.0
```
Positions in Å, forces in eV/Å.

Output
energy = -161653.5960 eV
net charge = 0
LUMO energy (alpha / beta) = -0.50 / -0.61 eV
E_HOMO (alpha / beta) = -7.501 / -7.555 eV
energy relative to the best compared isomer or geometry (same formula, charge and spin) = 0.889 eV
multiplicity = 2
HOMO-LUMO gap (alpha / beta) = 7.002 / 6.947 eV
expectation value of S² = 0.753

=====

(3)
# C29H32BrFeN7

A molecular structure, C29H32BrFeN7 in a non-equilibrium geometry (ωB97M-V/def2-TZVPD, the OMol25 dataset).

```
70
Properties=species:S:1:pos:R:3:forces:R:3
Fe -0.46028 -0.77599 0.12184 0.2 0.2 -1.1
C -2.01195 0.53453 -2.74200 -0.4 0.1 -0.1
C -2.56966 1.26026 -1.52498 -0.1 0.0 -0.3
C -1.48265 2.08287 -0.93797 0.0 0.0 0.3
C -1.48454 3.46444 -1.02204 0.2 0.1 0.1
C -0.42999 4.18067 -0.47493 -0.1 0.1 -0.1
C 0.60808 3.49699 0.14066 0.1 -0.1 0.0
C 0.54483 2.12193 0.19661 0.1 0.0 -0.2
N -0.47139 1.42231 -0.34434 0.3 -0.9 0.4
N -1.27137 -0.67441 -2.37528 0.5 -0.1 0.8
C -2.07276 -1.90568 -2.49686 0.0 0.2 0.0
C -2.93802 -2.14922 -1.29471 0.1 0.0 0.0
C -4.21892 -2.64317 -1.43047 -0.1 0.0 0.1
C -4.93908 -2.97820 -0.29003 -0.1 0.0 0.0
C -4.34635 -2.82839 0.95282 0.1 0.0 0.1
C -3.06223 -2.32296 1.01318 0.0 -0.2 -0.1
N -2.36683 -1.97635 -0.08403 0.7 0.5 0.4
C 0.05030 -0.73829 -3.01881 -0.1 -0.2 0.0
C 0.77330 -1.96646 -2.55355 -0.1 0.1 0.2
C 1.61617 -2.67550 -3.38534 0.1 -0.1 0.0
C 2.18500 -3.84986 -2.91768 0.1 0.0 -0.1
C 1.85191 -4.29891 -1.64926 -0.1 0.0 0.1
C 0.99448 -3.53762 -0.88314 -0.1 0.3 0.0
N 0.48868 -2.36308 -1.30066 0.0 0.0 -0.1
H -2.84138 0.27881 -3.40206 0.1 -0.2 -0.1
H -1.34893 1.20087 -3.29163 0.0 0.0 -0.1
H -3.40823 1.88392 -1.83058 0.0 0.1 0.0
H -2.94098 0.54207 -0.79679 -0.1 0.0 -0.1
H -2.30869 3.97414 -1.50421 0.0 0.0 0.0
H -0.42006 5.26253 -0.52720 0.0 0.0 0.0
H 1.45698 4.02111 0.55764 0.0 0.0 0.0
H 1.32137 1.54465 0.68340 0.0 0.1 -0.1
H -2.66797 -1.87826 -3.40923 -0.1 0.1 0.0
H -1.40872 -2.75673 -2.57115 0.1 -0.1 -0.1
H -4.65070 -2.77546 -2.41466 0.0 0.0 0.0
H -5.94708 -3.36553 -0.37456 0.0 0.0 0.0
H -4.86830 -3.09631 1.86230 0.1 0.0 0.0
H -2.56421 -2.19495 1.96512 0.0 0.0 0.0
H -0.05580 -0.75278 -4.10763 0.0 0.0 0.0
H 0.60591 0.16680 -2.75846 -0.1 0.0 0.0
H 1.81162 -2.32619 -4.39147 0.0 0.0 0.0
H 2.84458 -4.43097 -3.55062 0.0 0.1 0.0
H 2.24104 -5.23114 -1.26252 -0.1 0.0 0.0
H 0.67303 -3.87791 0.08868 0.0 0.0 0.1
C 2.15390 1.03335 5.04252 -0.1 0.0 0.0
C 0.86696 1.01084 4.26664 0.1 0.0 0.0
C -0.29472 1.60042 4.75468 -0.1 0.1 0.1
C -1.47130 1.52769 4.03078 0.1 0.1 0.1
C -1.44646 0.85194 2.82946 0.0 -0.1 -0.2
Br -3.03054 0.75156 1.80544 0.0 0.2 0.3
N -0.36278 0.26371 2.32618 -0.2 -0.4 -0.3
C 0.77471 0.36298 3.04731 -0.2 0.0 0.1
H 2.25915 1.96074 5.60287 0.0 0.0 -0.1
H 3.02365 0.91343 4.39743 0.0 0.0 0.0
H 2.16058 0.22083 5.77202 0.0 0.0 0.0
H -0.28181 2.12546 5.70325 0.0 0.0 0.0
H -2.38264 1.98596 4.38754 0.0 0.0 0.0
H 1.64616 -0.10429 2.61798 0.0 0.2 0.1
C 0.96446 -2.81785 2.56271 0.3 0.0 0.0
C 1.96092 -2.14277 1.67565 0.1 -0.2 -0.1
N 1.70949 -1.22606 0.74765 -0.8 0.1 0.1
C 2.92515 -0.88267 0.17423 -0.3 0.2 -0.2
C 3.90937 -1.60347 0.75709 0.0 -0.1 0.2
N 3.28319 -2.38922 1.70011 0.0 0.0 -0.1
H 1.08262 -2.50526 3.60219 0.0 0.1 0.0
H 1.08016 -3.90308 2.54206 0.0 0.0 -0.1
H -0.04698 -2.56411 2.24842 -0.1 0.0 0.0
H 3.01118 -0.14056 -0.60433 0.0 -0.1 0.0
H 4.97520 -1.61518 0.59741 -0.1 0.0 0.0
H 3.74665 -3.04847 2.30702 0.0 0.0 0.1
```
Positions in Å, forces in eV/Å.

Output
energy = -145429.5654 eV
net charge = +3
LUMO energy (alpha / beta) = -7.90 / -11.38 eV
E_HOMO (alpha / beta) = -17.292 / -17.287 eV
energy relative to the best compared isomer or geometry (same formula, charge and spin) = 1.037 eV
multiplicity = 6
HOMO-LUMO gap (alpha / beta) = 9.389 / 5.905 eV
expectation value of S² = 8.764

=====

Q: The lowest multiplicity belongs to which entry?
A: C29H32BrF4N4O5STi